## w
ORCA calculation (the ωB97M-V functional and the def2-TZVPD basis) on one molecule with the formula C6H10O2.

Structure (XYZ):
```
18
Properties=species:S:1:pos:R:3:mulliken_charge:R:1
C -0.7479 0.0515 -1.2383 -1.14
C -1.2310 -0.0928 0.0364 1.08
C -2.6648 -0.2952 0.4043 -1.18
O -0.3926 -0.3335 1.0497 -0.32
C 1.0209 -0.3130 0.7030 0.39
C 1.6779 1.0018 1.0237 -1.51
C 1.2360 -0.9512 -0.5103 -0.21
O 2.4041 -0.8196 -1.2119 -0.49
H -0.0068 0.7987 -1.4887 0.27
H -1.4553 -0.0747 -2.0467 0.33
H -3.1896 0.6610 0.3772 0.27
H -3.1533 -0.9697 -0.2970 0.33
H -2.7380 -0.7032 1.4105 0.32
H 2.7385 0.8371 1.2240 0.46
H 1.5885 1.7634 0.2334 0.32
H 1.2274 1.4118 1.9256 0.37
H 0.7940 -1.9207 -0.7028 0.40
H 2.8923 -0.0515 -0.8920 0.33
```

## Properties
SMILES = C=C(C)O/C(C)=C/O



## x
ORCA calculation (the ωB97M-V functional and the def2-TZVPD basis) on C6H10O2 as an isolated structure.

Structure (XYZ):
```
18
Properties=species:S:1:pos:R:3:mulliken_charge:R:1
C 2.4678 -0.2436 -0.1206 -0.59
C 0.2643 0.3053 0.4491 0.37
C -0.2414 -1.1049 0.8932 -0.63
C -1.2637 -1.2515 -0.2651 -0.49
C -1.2336 0.8723 0.0689 0.12
C -0.1274 1.8103 0.3118 -0.57
H 2.6087 -1.3561 0.4962 0.18
H 3.2896 0.1314 -1.1116 0.22
H 2.8304 0.5000 0.8845 0.23
H -0.8626 -1.4682 1.9997 0.25
H 0.5315 -1.9383 0.8111 0.18
H -0.9440 -1.9531 -1.1006 0.30
H -1.9723 -1.7308 0.2580 0.42
H -1.8677 0.9253 1.1947 0.17
H -0.4939 2.9506 0.8311 0.28
H 0.4697 1.9101 -0.6599 0.23
O 1.2036 -0.0954 -0.6062 -0.26
O -1.5518 0.0582 -0.8471 -0.40
```



## y
ORCA calculation (the ωB97M-V functional and the def2-TZVPD basis) on a 3-piece molecular cluster, C6H10O2 overall.

Structure (XYZ):
```
18
Properties=species:S:1:pos:R:3:mulliken_charge:R:1
C -0.6180 -0.2383 -0.9120 0.60
C -1.2508 -1.3375 -0.1016 -1.38
C 0.0149 1.0656 2.0470 -1.03
C -0.3364 1.3977 0.6202 0.41
C 0.6778 0.1573 -0.7824 0.29
C 1.9577 0.3821 -0.7635 -0.83
O 0.1958 -1.1682 -2.4856 -0.78
O -0.8496 2.3964 0.2347 -0.49
H 0.4202 -2.0765 -2.2389 0.23
H -1.2599 0.3912 -1.5177 0.28
H -1.7818 -1.9960 -0.7867 0.40
H -1.9752 -0.9321 0.6077 0.40
H -0.5018 -1.9190 0.4347 0.33
H -0.0237 1.9625 2.6681 0.36
H 1.0157 0.6358 2.1031 0.32
H -0.6795 0.3139 2.4236 0.26
H 2.4078 1.0598 -0.0482 0.28
H 2.5868 -0.0947 -1.5028 0.32
```



Stability summary: most stable w, least stable x.



## w
ORCA calculation (the ωB97M-V functional and the def2-TZVPD basis) on C18H30AsN2NaO3S4 as an isolated structure.

Structure (XYZ):
```
59
Properties=species:S:1:pos:R:3:mulliken_charge:R:1
Na -0.3543 -0.4169 0.2681 0.29
C 0.8655 -1.0362 -2.9532 -1.18
C 1.1849 -2.4768 -2.5437 0.32
C 0.7818 -3.4584 -3.6447 -1.70
C 0.5453 -2.8125 -1.2109 0.79
C -0.8314 -3.0156 -1.0911 -0.03
C -1.4156 -3.2485 0.1451 -0.81
C -0.6484 -3.2978 1.3108 0.84
C -1.3062 -3.4758 2.6465 -1.32
C 0.7206 -3.0911 1.1900 -0.41
C 1.3081 -2.8549 -0.0502 -0.43
H 1.3494 -0.7845 -3.9018 0.48
H 1.2163 -0.3386 -2.1902 -0.01
H -0.2100 -0.8881 -3.0837 0.24
H 2.2677 -2.5547 -2.4030 0.44
H -0.2851 -3.3839 -3.8646 0.29
H 0.9940 -4.4899 -3.3556 0.40
H 1.3225 -3.2385 -4.5689 0.45
H -1.4647 -2.9467 -1.9691 0.19
H -2.4917 -3.3436 0.2207 0.26
H -1.8840 -2.5738 2.8727 0.16
H -0.5672 -3.6199 3.4340 0.33
H -1.9883 -4.3301 2.6335 0.41
H 1.3299 -3.0635 2.0856 0.20
H 2.3696 -2.6442 -0.1059 0.06
C 3.6637 0.7161 2.1728 -0.92
N 2.8786 1.7172 1.4723 0.28
C 2.8501 3.0485 2.0758 -0.85
C 1.9685 1.3306 0.5720 0.66
O 1.9335 0.1951 0.0788 -0.79
C 0.9490 2.3828 0.1657 -0.20
O -0.1173 1.7543 -0.5346 0.55
C -0.4717 2.3153 -1.7726 -0.97
C -1.8822 1.8327 -2.0943 0.62
O -2.0663 1.1164 -3.0812 -0.76
N -2.8517 2.2122 -1.2472 0.15
C -2.6416 3.0003 -0.0326 -0.86
C -4.1401 1.5490 -1.3027 -1.07
H 3.2802 0.6289 3.1940 0.25
H 4.7154 1.0174 2.1933 0.30
H 3.5650 -0.2364 1.6601 0.23
H 3.8100 3.2073 2.5684 0.28
H 2.0571 3.1386 2.8220 0.17
H 2.7304 3.8134 1.3066 0.30
H 1.4377 3.1310 -0.4697 0.43
H 0.5273 2.8751 1.0583 -0.52
H 0.1869 1.9697 -2.5752 0.29
H -0.4366 3.4103 -1.7293 0.58
H -1.7579 3.6256 -0.0923 0.26
H -2.5410 2.3535 0.8405 0.22
H -3.5096 3.6505 0.1013 0.28
H -4.1842 0.9167 -2.1841 0.35
H -4.9377 2.2969 -1.3436 0.30
H -4.2624 0.9467 -0.3983 0.27
S -0.6832 3.8305 2.9000 -0.71
As -0.7697 2.0765 4.2213 0.24
S -0.7866 0.0888 2.8704 -0.18
S -2.5874 -0.1724 1.7801 -0.70
S 1.2649 1.6452 4.9337 -0.75
```

## Properties
Net charge = -2



## x
ORCA calculation (the ωB97M-V functional and the def2-TZVPD basis) on C18H30AsN2NaO3S4 as an isolated structure.

Structure (XYZ):
```
59
Properties=species:S:1:pos:R:3:mulliken_charge:R:1
Na -0.1027 -0.3888 0.2703 0.59
C -1.0611 1.4644 -3.8224 -1.29
C -0.7165 2.7171 -3.0165 0.97
C 0.7431 3.0980 -3.2557 -1.51
C -1.0640 2.5663 -1.5356 0.34
C -2.2267 1.9131 -1.1322 -0.12
C -2.5644 1.7835 0.2122 -0.81
C -1.7429 2.2883 1.2119 1.07
C -2.0667 2.0968 2.6690 -1.49
C -0.5682 2.9232 0.8149 -0.53
C -0.2371 3.0586 -0.5249 -0.28
H -0.7517 1.6031 -4.8618 0.43
H -2.1323 1.2482 -3.8252 0.36
H -0.5407 0.5831 -3.4389 0.17
H -1.3391 3.5434 -3.3898 0.11
H 1.4263 2.3686 -2.8127 0.26
H 0.9784 4.0887 -2.8544 0.35
H 0.9364 3.1259 -4.3308 0.43
H -2.8641 1.4485 -1.8730 0.10
H -3.4484 1.2173 0.4835 0.16
H -2.5425 2.9849 3.0980 0.38
H -1.1617 1.8839 3.2401 0.20
H -2.7440 1.2534 2.8149 0.30
H 0.1342 3.2566 1.5716 0.14
H 0.7200 3.4870 -0.7849 0.23
C 3.7294 -1.4038 3.3230 -0.99
N 2.6713 -0.4137 3.2912 0.29
C 2.9916 0.9173 3.7394 -0.96
C 1.4819 -0.6504 2.6782 0.63
O 0.6606 0.2382 2.4934 -0.54
C 1.2315 -2.0828 2.1762 -0.26
O -0.0881 -2.1157 1.6840 -0.22
C -0.3929 -3.1187 0.7062 -0.64
C -1.4348 -2.4954 -0.2731 0.49
O -1.9712 -1.4168 0.0204 -0.68
N -2.1466 -3.4639 -0.9924 0.15
C -1.4149 -4.6344 -1.4479 -1.03
C -3.1404 -2.9577 -1.9084 -1.00
H 4.6675 -0.9250 3.0335 0.35
H 3.5560 -2.1880 2.5920 0.36
H 3.8636 -1.8474 4.3160 0.24
H 3.9331 1.2344 3.2827 0.34
H 3.1002 0.9598 4.8294 0.30
H 2.2052 1.5973 3.4275 0.18
H 1.3641 -2.8103 2.9887 0.44
H 1.9604 -2.3137 1.3816 -0.29
H -0.8877 -3.9612 1.2040 0.19
H 0.5257 -3.4350 0.2068 0.22
H -0.3502 -4.5331 -1.2506 0.37
H -1.4884 -4.7250 -2.5350 0.35
H -1.7954 -5.5630 -1.0058 0.28
H -3.4831 -1.9872 -1.5605 0.25
H -3.9994 -3.6343 -1.9748 0.34
H -2.7216 -2.8355 -2.9152 0.31
S 3.0428 -1.1177 -3.8764 -0.68
As 2.2311 -1.4264 -1.8962 0.36
S 2.2378 0.4279 -0.6872 -0.63
S 0.0538 -1.8658 -2.2099 -0.35
S 3.1049 -3.1061 -0.7698 -0.72
```

## Properties
Net charge = -2



Stability summary: most stable w, least stable x.



## w
ORCA calculation (the ωB97M-V functional and the def2-TZVPD basis) on a 2-piece molecular cluster, C9H16NO overall.

Structure (XYZ):
```
27
Properties=species:S:1:pos:R:3:mulliken_spin:R:1
C -2.7709 -2.2601 1.5388 0.02
C -0.4305 0.6508 0.9713 0.02
C -1.5682 -0.0822 1.1628 0.14
C 0.7867 -0.0739 0.9694 0.29
C -1.5581 -1.5204 1.2007 0.24
C 0.8309 -1.4906 0.8547 0.04
C -0.3135 -2.1950 1.0893 0.08
O 1.9871 0.5377 0.9613 0.08
H -0.4847 1.7294 1.0033 0.00
H -2.4512 0.4392 1.5070 0.00
H 2.0907 1.1078 1.7478 0.00
H 1.8005 -1.9593 0.7599 0.00
H -2.9546 -3.1704 0.9657 0.02
H -3.6768 -1.6607 1.5236 0.00
H -0.1800 -3.2538 1.2698 0.00
H -2.6459 -2.5972 2.5839 0.06
C 0.5477 1.5837 -1.8587 0.01
C 0.6183 0.5628 -2.9987 0.00
N 1.2416 2.8891 -2.2141 0.00
H -0.4808 1.7843 -1.5779 0.00
H 1.0210 1.1987 -0.9598 0.00
H 1.3913 0.7373 -3.7431 0.00
H -0.3377 0.5756 -3.4968 0.00
H 0.7372 3.5232 -2.8329 0.00
H 1.5806 3.3324 -1.3575 0.00
H 2.1331 2.6118 -2.6363 0.00
H 0.7464 -0.4270 -2.5795 0.00
```

## Properties
Spin multiplicity = 2
Net charge = +2
<S²> = 0.76



## x
ORCA calculation (the ωB97M-V functional and the def2-TZVPD basis) on a 2-piece molecular cluster, C9H16NO overall.

Structure (XYZ):
```
27
Properties=species:S:1:pos:R:3:mulliken_spin:R:1
C 2.1400 -0.2331 1.8302 0.00
C 2.1963 -0.5232 0.3586 0.00
N 0.9075 -1.1606 2.3495 0.00
H 2.9770 -0.4831 2.3952 0.00
H 2.0079 0.9404 1.9447 0.00
H 1.2691 -0.7256 -0.2184 0.01
H 2.9272 -1.4341 0.2333 0.00
H 1.0386 -2.1776 2.1252 0.00
H 0.9560 -1.0360 3.3811 0.00
H -0.0822 -0.8028 1.9461 0.00
H 2.8541 0.1470 -0.3575 0.00
C -0.1622 1.9975 -2.5275 0.04
C -1.9534 -0.6299 0.1381 0.28
C -2.3037 0.6840 0.3556 0.01
C -1.2237 -1.2308 -0.9760 0.16
C -1.6623 1.6432 -0.5358 0.15
C -0.3948 -0.2144 -1.5010 -0.01
C -0.7786 1.1562 -1.4991 0.23
O -2.2219 -1.4276 1.2049 0.05
H -2.8096 1.1210 1.2107 0.00
H -2.9105 -2.0961 1.1599 0.01
H -1.1544 -2.2041 -1.5114 0.00
H -2.0655 2.6217 -0.1755 0.00
H 0.1882 -0.5718 -2.3932 0.00
H -0.8022 2.7359 -2.9767 0.00
H 0.2526 1.4807 -3.5386 0.03
H 0.8105 2.4232 -2.4225 0.05
```

## Properties
Spin multiplicity = 2
Net charge = +2
<S²> = 0.76



## y
ORCA calculation (the ωB97M-V functional and the def2-TZVPD basis) on a 2-piece molecular cluster, C9H16NO overall.

Structure (XYZ):
```
27
Properties=species:S:1:pos:R:3:mulliken_spin:R:1
C 2.2439 1.5584 -0.8109 0.00
C 1.6558 0.8951 -1.9724 0.00
N 2.4797 0.5887 0.3168 0.00
H 3.1616 2.1234 -1.0390 0.00
H 1.6274 2.4796 -0.3587 0.00
H 1.0965 1.5800 -2.7191 0.00
H 0.8363 0.2121 -1.7150 0.00
H 2.9470 -0.3564 -0.0034 0.00
H 3.0294 0.8638 1.2226 0.00
H 1.6106 0.2935 0.9509 0.01
H 2.3337 0.3485 -2.6486 0.00
C -2.8900 -0.9699 -1.3393 0.05
C -1.0969 0.6559 1.4917 0.03
C -0.2593 -0.4101 1.9172 0.33
C -1.8790 0.5530 0.3762 0.10
C -1.9460 -0.6621 -0.3491 0.21
C -0.3393 -1.6483 1.2629 -0.02
C -1.1417 -1.7387 0.1455 0.14
O 0.5571 -0.2554 2.9286 0.04
H -1.1556 1.5440 2.2432 0.00
H -2.4749 1.4416 -0.0090 0.00
H 0.0658 -2.5320 1.6314 0.00
H 0.2547 -0.6764 3.7273 0.01
H -3.9691 -1.2765 -0.9600 0.07
H -2.4861 -1.8146 -1.9656 0.01
H -1.2786 -2.6664 -0.3313 0.00
H -2.9830 -0.1306 -1.9928 0.02
```

## Properties
Spin multiplicity = 2
Net charge = +2
<S²> = 0.77



Stability summary: most stable w, least stable x.



## w
ORCA calculation (the ωB97M-V functional and the def2-TZVPD basis) on C12H25NO3S3Zn as an isolated structure.

Structure (XYZ):
```
45
Properties=species:S:1:pos:R:3:mulliken_charge:R:1
C 3.6366 -0.7261 0.0356 -0.85
C 4.0227 0.7525 0.0533 -0.64
C 2.8472 1.7222 0.0691 -0.46
C 1.9630 1.6367 -1.1667 -0.92
N 0.8706 0.5958 -1.1310 0.53
C 0.0890 0.6124 -2.4114 -0.95
C -0.5920 -0.7261 -2.7000 -0.73
C -2.0905 -0.7850 -2.3388 -0.81
C -2.3617 -1.7526 -1.2001 -0.28
O -2.0400 -3.1012 -1.5652 -0.24
S -1.2599 -3.9837 -0.4616 0.62
O -1.7568 -3.6054 0.8390 -0.50
O 0.1817 -3.1954 -0.5728 -0.38
C 0.0792 0.7125 -0.0213 0.10
S 0.3560 -0.4612 1.0844 0.03
S -1.1013 1.9060 0.3094 -0.02
C -2.1675 0.9991 1.4898 -0.39
C -1.9864 1.4559 2.9421 -0.10
C -1.0191 0.5995 3.7717 -1.36
H 4.4815 -1.3139 0.3747 0.44
H 2.8580 -0.8891 0.7872 0.08
H 3.2983 -1.0697 -0.9359 0.28
H 4.5749 0.9226 0.9754 0.39
H 4.7264 0.9881 -0.7414 0.35
H 3.2537 2.7311 0.0819 0.40
H 2.3057 1.6134 1.0077 0.21
H 1.5312 2.6105 -1.4022 0.42
H 2.5985 1.3503 -1.9982 0.59
H -0.6129 1.4434 -2.4377 0.54
H 0.8134 0.8030 -3.1940 0.63
H -0.0613 -1.5032 -2.1618 0.31
H -0.4929 -0.9325 -3.7585 0.42
H -2.4141 0.1820 -1.9526 0.42
H -2.6950 -1.0468 -3.1978 0.44
H -3.4124 -1.7315 -0.9238 0.48
H -1.7833 -1.4364 -0.3361 0.12
H 0.6549 -3.3447 0.2567 0.33
H -3.2156 1.2266 1.1145 -0.02
H -1.9968 -0.0695 1.3565 0.36
H -1.7025 2.5012 2.9827 0.43
H -2.9589 1.3735 3.4288 0.31
H -1.2958 0.5880 4.8174 0.40
H -0.0138 1.0065 3.6773 0.28
H -0.9851 -0.4170 3.3837 0.33
Zn -5.1267 1.7583 1.7704 0.42
```

## Properties
Net charge = +2



## x
ORCA calculation (the ωB97M-V functional and the def2-TZVPD basis) on C12H25NO3S3Zn as an isolated structure.

Structure (XYZ):
```
45
Properties=species:S:1:pos:R:3:mulliken_charge:R:1
C -1.8115 -3.2454 -0.3723 -0.86
C -0.5968 -3.9627 -0.9539 -0.68
C 0.6492 -3.1061 -1.0455 -0.47
C 0.5104 -1.9197 -1.9792 -0.95
N -0.0858 -0.6845 -1.3672 0.55
C -0.1331 0.3992 -2.4087 -0.95
C -1.2016 1.4545 -2.1045 -0.78
C -0.6717 2.7650 -1.4726 -0.77
C -1.1859 2.9183 -0.0525 -0.28
O -2.6100 3.0554 -0.0022 -0.25
S -3.3218 2.1889 1.1685 0.61
O -2.4745 2.2243 2.3193 -0.48
O -3.0908 0.6925 0.5346 -0.37
C 0.5856 -0.3042 -0.2623 0.00
S -0.1948 -0.5675 1.1440 0.02
S 2.1642 0.3903 -0.1776 -0.03
C 2.0381 1.4139 1.3388 -0.54
C 2.7676 0.7759 2.5345 -0.10
C 1.8593 -0.0391 3.4693 -1.42
H -2.4959 -3.9898 -0.0046 0.45
H -1.4862 -2.7034 0.5146 0.09
H -2.2900 -2.5828 -1.0783 0.28
H -0.3612 -4.7672 -0.2705 0.40
H -0.8282 -4.4547 -1.8873 0.36
H 1.4327 -3.7265 -1.4584 0.41
H 0.9745 -2.8522 -0.0420 0.23
H 1.4651 -1.6980 -2.4494 0.43
H -0.1739 -2.2122 -2.7585 0.60
H 0.8336 0.8442 -2.5845 0.56
H -0.4041 -0.0838 -3.3313 0.64
H -1.9364 1.0177 -1.4482 0.32
H -1.6899 1.7167 -3.0259 0.42
H 0.4038 2.7104 -1.3626 0.39
H -0.9331 3.6305 -2.0567 0.45
H -0.7597 3.8000 0.4087 0.49
H -0.8535 2.0607 0.5018 0.11
H -3.1205 0.0536 1.2660 0.33
H 2.5262 2.3929 1.0617 0.11
H 0.9874 1.6013 1.5331 0.42
H 3.6083 0.1862 2.2105 0.45
H 3.1620 1.5843 3.1373 0.30
H 2.2089 -0.0160 4.4853 0.41
H 1.8456 -1.0616 3.1141 0.30
H 0.8426 0.3212 3.4038 0.37
Zn 3.8457 3.7795 1.8106 0.43
```

## Properties
Net charge = +2



Stability summary: most stable w, least stable x.